# 1
A molecular structure, C35H37N3O4SeTeTi in a non-equilibrium geometry, computed with the ωB97M-V functional and the def2-TZVPD basis.

Calculated values
Energy relative to the best compared isomer or geometry (same formula, charge and spin), kJ/mol: 75.6
Max |F|, eV/Å: 1.5

Geometry as ORCA input:
```
! wB97M-V def2-TZVPD RIJCOSX def2/J DEFGRID3
* xyz -1 2
Ti 0.59698 -1.91186 -1.48576
C -4.18998 1.57251 0.27065
O -3.17691 0.70281 -0.17516
C -3.48422 -0.62307 -0.29618
C -4.69959 -1.15920 0.06132
C -4.98717 -2.50923 -0.19415
C -4.04979 -3.27336 -0.83818
C -2.78733 -2.75473 -1.17420
C -1.92702 -3.60157 -1.99095
N -0.73000 -3.30784 -2.27650
N -0.03634 -4.12303 -3.16506
C 0.95039 -3.43446 -3.65757
O 1.18882 -2.18294 -3.43394
C 1.85874 -4.16548 -4.59377
C 1.78359 -5.54493 -4.75834
C 2.64751 -6.18931 -5.62931
C 3.59542 -5.46233 -6.34146
C 3.67698 -4.08770 -6.17348
C 2.81310 -3.44279 -5.29754
C -2.43623 -1.42691 -0.84148
O -1.25751 -0.89513 -1.03578
H -4.44075 1.38516 1.31987
H -5.09190 1.47870 -0.34147
H -3.79813 2.58211 0.17028
H -5.44906 -0.54017 0.53336
H -5.94637 -2.92200 0.08774
H -4.26893 -4.30171 -1.10150
H -2.36480 -4.50011 -2.42876
H 1.04649 -6.09271 -4.18810
H 2.58956 -7.26437 -5.74792
H 4.27298 -5.96734 -7.01937
H 4.41981 -3.51774 -6.71815
H 2.86759 -2.37443 -5.13745
Se 2.03697 -3.22340 -0.27675
C 3.32579 0.29346 -1.95805
C 2.00839 0.88879 -1.52966
O 1.67789 2.02577 -1.91554
N 1.28942 0.15055 -0.64312
Te -0.11126 1.46089 -0.04494
C 1.30265 2.73039 0.91736
C 1.36533 4.06996 0.52528
C 0.50773 4.65645 -0.57064
C 2.24670 4.92293 1.18436
C 3.06436 4.47653 2.20844
C 4.01247 5.40887 2.91457
C 2.99944 3.13399 2.55962
C 2.13321 2.24132 1.93626
C 2.14983 0.80577 2.40250
C -0.99439 0.91509 1.83813
C -1.66110 1.99173 2.44559
C -1.66094 3.40952 1.91747
C -2.37284 1.77206 3.61961
C -2.45389 0.52007 4.20975
C -3.24035 0.29848 5.47399
C -1.79063 -0.52382 3.59005
C -1.05949 -0.35686 2.41516
C -0.37921 -1.57830 1.87196
H 4.09413 0.76855 -1.34282
H 3.51798 0.53573 -3.00152
H 3.35557 -0.78297 -1.79345
H 0.28937 3.93191 -1.35152
H 1.02994 5.48782 -1.04449
H -0.43055 5.04609 -0.16568
H 2.29829 5.96158 0.87262
H 3.97601 6.41005 2.48614
H 5.03949 5.04652 2.84298
H 3.76627 5.48552 3.97552
H 3.65095 2.75828 3.34263
H 3.11032 0.58327 2.86707
H 2.01028 0.09385 1.58830
H 1.37116 0.63379 3.14880
H -1.76172 3.46754 0.83170
H -0.73901 3.92870 2.18431
H -2.49888 3.95844 2.34741
H -2.88536 2.61195 4.07870
H -3.68973 1.22664 5.82711
H -2.60158 -0.09204 6.26818
H -4.04058 -0.42643 5.31384
H -1.83231 -1.51861 4.02318
H -1.11867 -2.32842 1.58192
H 0.26989 -2.03385 2.62089
H 0.23673 -1.38902 1.00509
*
```

Löwdin atomic charge list, values in e, 5 entries:
1 Ti 0.417
2 C -0.085
3 O -0.143
4 C -0.206
5 C -0.033

# 2
A molecular structure, C35H37N6O2RuS, computed with the ωB97M-V functional and the def2-TZVPD basis.

Calculated values
Energy relative to the best compared isomer or geometry (same formula, charge and spin), kJ/mol: 42.4
Max |F|, eV/Å: 0.8

Geometry as ORCA input:
```
! wB97M-V def2-TZVPD RIJCOSX def2/J DEFGRID3
* xyz 2 2
Ru -0.18520 -0.78838 -0.21371
C 1.99821 2.92512 -1.28761
C -0.25678 1.98923 -2.18442
C -1.34021 3.06294 -2.05078
C -0.88870 0.61593 -2.35066
C -0.43769 -0.22661 -3.36853
C -1.17273 -1.34003 -3.76347
C -2.33865 -1.70480 -3.10337
C -3.18232 -2.85761 -3.56515
C -2.71155 -0.95729 -1.98352
C -2.03427 0.20771 -1.62776
H 2.65969 4.88949 -1.79363
H 2.52005 2.55433 -2.17251
H 2.68925 2.80603 -0.44850
H 0.29024 2.18105 -3.11249
H -1.92691 2.94334 -1.13909
H -2.02161 3.01317 -2.90011
H -0.91699 4.06353 -2.02107
H 0.44248 0.05442 -3.93515
H -0.83630 -1.91818 -4.61556
H -4.05376 -2.49383 -4.11194
H -3.55575 -3.44480 -2.72451
H -2.62722 -3.51460 -4.23341
H -3.59832 -1.23918 -1.42715
H -2.48397 0.86935 -0.89918
O 3.05054 -6.85876 -1.15266
C 1.97301 -6.55075 -2.00537
C 1.37777 -5.24605 -1.56306
C 0.09013 -4.87334 -1.92052
C -0.38859 -3.63790 -1.53501
N 0.32325 -2.76972 -0.81244
C 1.53714 -3.17047 -0.37231
C 2.09931 -4.37342 -0.75906
C 2.19748 -2.26774 0.59060
C 3.33692 -2.62414 1.29074
C 3.89435 -1.74587 2.20817
C 5.15956 -2.10981 2.94551
O 5.42681 -3.48897 2.89927
C 3.26619 -0.51905 2.39128
C 2.12522 -0.22932 1.67812
N 1.58863 -1.08043 0.79056
H 3.43446 -7.70392 -1.40677
H 1.19786 -7.32349 -1.99039
H 2.30771 -6.43539 -3.04457
H -0.54757 -5.53363 -2.49312
H -1.38736 -3.33323 -1.79198
H 3.08301 -4.66284 -0.42544
H 3.79617 -3.59076 1.15228
H 5.11851 -1.72185 3.96629
H 5.98931 -1.60006 2.44573
H 5.12848 -3.91298 3.70967
H 3.64764 0.21038 3.09338
H 1.62671 0.71946 1.81394
S -1.40307 -1.57984 1.46446
C -1.70839 -0.09508 2.26715
N -2.40269 -0.13678 3.39271
N -2.83435 0.92658 3.99288
C -3.14089 2.22682 3.51060
C -3.59782 2.44532 2.21307
C -3.94027 3.72867 1.83077
C -3.83529 4.78580 2.72971
C -3.40985 4.55183 4.02812
C -3.06663 3.26883 4.42690
N -1.16896 1.07608 1.80621
N -0.49503 0.99438 0.73637
C 0.13953 2.18543 0.28594
C 0.04431 3.31765 1.01944
C 0.52335 4.65614 0.75304
C 1.20396 5.13744 -0.29989
C 1.72741 4.40893 -1.48842
C 0.80109 2.00104 -1.04542
H -3.16202 0.72655 4.92962
H -3.72550 1.61990 1.52588
H -4.31508 3.90585 0.83138
H -4.10875 5.78542 2.42140
H -3.34891 5.36545 4.73738
H -2.73507 3.08032 5.44057
H -0.51047 3.22393 1.94587
H 0.25920 5.36832 1.52517
H 1.41718 6.20094 -0.28173
H 1.05164 4.57301 -2.33489
H 1.25770 0.99486 -1.03380
*
```

Löwdin atomic charge list, values in e, 5 entries:
1 Ru 0.947
2 C -0.132
3 C -0.258
4 C -0.017
5 C -0.246

# 3
A molecular structure, C35H38ClIrN4OS3 in a non-equilibrium geometry, computed with the ωB97M-V functional and the def2-TZVPD basis.

Calculated values
Energy relative to the best compared isomer or geometry (same formula, charge and spin), kJ/mol: 0.0
Max |F|, eV/Å: 1.3

Geometry as ORCA input:
```
! wB97M-V def2-TZVPD RIJCOSX def2/J DEFGRID3
* xyz 0 5
Ir 0.17871 -0.15946 -0.22788
C -1.01803 -1.99901 2.16174
N -1.61700 -0.95687 1.31839
C -2.78333 -1.50739 0.62565
C -1.99138 0.17933 2.16416
C -2.32942 1.41835 1.35554
N -1.16587 1.92456 0.62600
C -0.31255 2.71771 1.50694
C -1.58994 2.77273 -0.49247
H -1.69920 -2.28979 2.97307
H -0.07803 -1.64042 2.59069
H -0.80778 -2.87527 1.55816
H -3.54405 -1.82508 1.35128
H -2.47489 -2.36338 0.02905
H -3.21831 -0.77974 -0.05185
H -1.15117 0.38591 2.83242
H -2.85263 -0.08643 2.79569
H -2.72607 2.18821 2.03475
H -3.11448 1.19722 0.63272
H -0.83580 3.62231 1.85117
H 0.58228 3.01639 0.96348
H -0.02137 2.13823 2.38251
H -2.17199 3.62687 -0.12350
H -2.18624 2.19195 -1.19501
H -0.70927 3.13644 -1.01872
S 1.46882 1.15865 -1.73336
C 0.92682 0.51599 -3.26563
C 1.77780 0.63618 -4.36550
C 1.40631 0.18190 -5.61726
C 2.31621 0.32332 -6.72037
N 3.05358 0.42841 -7.59281
C 0.14642 -0.41434 -5.78638
C -0.70092 -0.53682 -4.70215
C -0.33675 -0.07954 -3.43170
S -1.45638 -0.27152 -2.11317
C -0.27772 -0.89748 -7.07247
N -0.63685 -1.28772 -8.08934
H 2.74554 1.10084 -4.23735
H -1.67075 -0.99547 -4.83565
Cl 6.09899 -3.52494 1.51960
C 4.53890 -3.15814 0.83418
C 3.39373 -3.61274 1.46744
C 2.15605 -3.30735 0.93622
C 2.02665 -2.56283 -0.24220
C 0.70958 -2.26130 -0.81960
C 3.20521 -2.13290 -0.86418
C 4.44997 -2.42548 -0.33836
H 3.47670 -4.22883 2.35123
H 1.26761 -3.67719 1.42942
H -0.07213 -2.92789 -0.46932
H 0.70986 -2.20295 -1.90376
H 3.13663 -1.56176 -1.78380
H 5.35018 -2.10133 -0.83778
O 1.70057 0.03272 1.81536
S 1.87110 0.72360 3.14094
C 3.16061 1.99703 2.92990
C 4.43481 1.51318 2.31011
C 5.57178 1.33047 3.09115
C 6.75232 0.88276 2.52005
C 6.80740 0.62962 1.15752
C 5.67942 0.82142 0.37328
C 4.49468 1.25530 0.94454
C 2.76025 -0.40944 4.22052
C 1.85057 -1.46711 4.76989
C 2.22139 -2.80236 4.69109
C 1.39941 -3.79262 5.20678
C 0.19095 -3.45438 5.79721
C -0.18633 -2.12085 5.87834
C 0.64197 -1.13263 5.37158
H 3.31447 2.41924 3.92386
H 2.67908 2.75339 2.31010
H 5.53380 1.54182 4.15286
H 7.62828 0.73961 3.13656
H 7.72899 0.28823 0.70713
H 5.71792 0.63372 -0.69005
H 3.61815 1.38618 0.32909
H 3.16138 0.22485 5.01553
H 3.58405 -0.82777 3.64045
H 3.16578 -3.06046 4.23259
H 1.70240 -4.82854 5.14498
H -0.45302 -4.22495 6.19481
H -1.12103 -1.85014 6.34711
H 0.34296 -0.09417 5.44388
*
```

Löwdin atomic charge list, values in e, 5 entries:
1 Ir 0.998
2 C -0.096
3 N -0.337
4 C -0.116
5 C -0.195

# 4
A molecular structure, C35H38InN6O5S in a non-equilibrium geometry, computed with the ωB97M-V functional and the def2-TZVPD basis.

Calculated values
Energy relative to the best compared isomer or geometry (same formula, charge and spin), kJ/mol: 79.4
Max |F|, eV/Å: 1.8

Geometry as ORCA input:
```
! wB97M-V def2-TZVPD RIJCOSX def2/J DEFGRID3
* xyz 1 1
In 0.63046 -0.71901 0.75733
C 3.59107 -1.97247 2.70823
C 2.38760 -1.84435 3.64905
N 1.56316 -0.69778 3.31611
C 2.06306 0.59310 3.74567
C 3.04394 1.23992 2.76238
S 2.62395 1.06146 0.99118
C 4.10190 0.19723 0.36000
C 4.12742 -1.34788 0.40291
N 3.16003 -1.92200 1.31679
H 4.29066 -1.15701 2.89071
H 4.11693 -2.90905 2.93716
H 1.76586 -2.73679 3.53919
H 2.75818 -1.79572 4.68579
H 0.64366 -0.83901 3.72017
H 1.20599 1.25834 3.85017
H 2.57495 0.52563 4.71781
H 3.06341 2.31359 2.94716
H 4.04837 0.84789 2.88516
H 4.16833 0.52043 -0.67936
H 4.94719 0.62195 0.89966
H 3.89421 -1.72085 -0.59567
H 5.15490 -1.65895 0.65199
H 2.92063 -2.85886 1.00977
C 2.58174 -3.73456 -2.31929
C 2.24413 -4.94252 -1.72364
C 1.29172 -4.95346 -0.72129
C 0.71247 -3.74660 -0.31852
N 1.06910 -2.59420 -0.88250
C 1.95974 -2.58543 -1.85770
C -0.30007 -3.68066 0.74360
C -1.11684 -4.77637 1.03550
C -2.08331 -4.68045 2.01912
C -2.25895 -3.49404 2.71159
C -1.46039 -2.39851 2.41607
C -0.47853 -2.50817 1.45972
H 3.31710 -3.68344 -3.10635
H 2.72217 -5.85958 -2.03385
H 1.01811 -5.87869 -0.23909
H 2.17495 -1.61260 -2.27949
H -1.02935 -5.68857 0.46359
H -2.71398 -5.52952 2.23335
H -3.02446 -3.41434 3.46811
H -1.61944 -1.45822 2.92565
O -0.30180 1.12723 2.07559
C -1.38006 1.72122 2.03130
C -2.48396 1.48950 1.17350
C -3.63656 2.26317 1.35680
C -4.70964 2.14194 0.50823
C -4.66835 1.22365 -0.56304
C -3.56966 0.45056 -0.75630
C -2.41637 0.53591 0.09442
O -1.42008 -0.19511 -0.14915
N -5.86794 2.96168 0.68401
O -5.85706 3.77284 1.58995
O -6.78640 2.80712 -0.09530
H -1.53079 2.55566 2.74623
H -3.68797 2.97181 2.17297
H -5.53173 1.15381 -1.20913
H -3.51833 -0.26587 -1.56370
C -0.99732 3.31413 -4.41467
N -0.76613 2.05987 -3.74515
N -0.17907 2.01783 -2.49802
C 0.42677 0.78709 -2.31497
O 1.07522 0.48398 -1.29364
C 0.20569 0.07717 -3.52693
C -0.49334 0.89153 -4.37555
C -0.92509 0.65507 -5.77333
C -0.56141 2.92011 -1.48862
C 0.37110 3.34586 -0.55211
C -0.02397 4.22051 0.44424
C -1.32094 4.70396 0.48587
C -2.24381 4.28238 -0.45637
C -1.87742 3.37460 -1.43056
H -1.23164 4.08487 -3.68415
H -1.83784 3.21050 -5.09870
H -0.11453 3.62649 -4.97976
H 0.50660 -0.93358 -3.71525
H -0.82181 -0.39732 -6.01588
H -0.31316 1.23326 -6.46634
H -1.96338 0.95062 -5.91031
H 1.38995 2.99502 -0.61445
H 0.69701 4.54065 1.17868
H -1.62149 5.40213 1.24998
H -3.25627 4.65197 -0.43019
H -2.60877 3.00628 -2.13414
*
```

Löwdin atomic charge list, values in e, 5 entries:
1 In 0.887
2 C -0.178
3 C -0.181
4 N -0.122
5 C -0.252

# 5
A molecular structure, C35H38N3O3ReSe2Si in a non-equilibrium geometry, computed with the ωB97M-V functional and the def2-TZVPD basis.

Calculated values
Energy relative to the best compared isomer or geometry (same formula, charge and spin), kJ/mol: 78.7
Max |F|, eV/Å: 4.5

Geometry as ORCA input:
```
! wB97M-V def2-TZVPD RIJCOSX def2/J DEFGRID3
* xyz 1 2
Re -0.89149 -0.98514 -1.56858
C 2.33630 1.69893 0.94486
C 1.44384 2.37818 1.98563
C -0.05514 2.34621 1.64889
C -0.52229 3.39572 0.64574
N 0.10377 3.32295 -0.67887
C -0.29759 2.58730 -1.73061
Se -1.75073 1.34651 -1.75229
N 0.39403 2.96116 -2.82410
C 0.10473 2.59677 -4.21023
C 1.20215 1.75259 -4.85679
C 1.30255 0.34293 -4.28072
C 0.15557 -0.57715 -4.69740
C 1.30801 3.93590 -2.45831
C 2.24257 4.65482 -3.19608
C 3.00765 5.57513 -2.51083
C 2.83752 5.79054 -1.13711
C 1.88927 5.10265 -0.40868
C 1.12567 4.16388 -1.09430
H 3.30972 1.45843 1.37259
H 2.51355 2.32429 0.06926
H 1.88436 0.76771 0.61328
H 1.77643 3.40984 2.14087
H 1.57557 1.85600 2.93404
H -0.63444 2.51111 2.56036
H -0.31308 1.35975 1.27017
H -0.31216 4.39043 1.03603
H -1.59783 3.29797 0.49490
H -0.02592 3.52683 -4.76576
H -0.84293 2.06167 -4.21510
H 2.16249 2.25537 -4.72841
H 0.99699 1.70425 -5.92845
H 1.35928 0.40863 -3.19297
H 2.24186 -0.09620 -4.62095
H -0.81721 -0.19261 -4.38075
H 0.28948 -1.57310 -4.26236
H 0.13051 -0.69976 -5.78084
H 2.36139 4.50975 -4.26056
H 3.75612 6.14390 -3.04450
H 3.46708 6.51224 -0.63566
H 1.76053 5.27714 0.65006
O -0.53588 -1.05370 0.35094
Si -0.84547 -1.96851 1.67040
C -1.01640 -3.77501 1.16722
C -0.20754 -4.78111 1.69103
C -0.31340 -6.08263 1.21748
C -1.22519 -6.38652 0.21829
C -2.04411 -5.39409 -0.30309
C -1.94214 -4.09781 0.17469
C -2.48606 -1.37962 2.39239
C -3.25668 -0.41846 1.74125
C -4.44114 0.03655 2.30510
C -4.86938 -0.47374 3.52147
C -4.12317 -1.44952 4.16722
C -2.93838 -1.90136 3.60477
C 0.58589 -1.67884 2.85295
C 1.88947 -2.00268 2.47335
C 2.95009 -1.81133 3.34543
C 2.72100 -1.29744 4.61464
C 1.43058 -0.97147 5.00608
C 0.37061 -1.15866 4.12957
H 0.50623 -4.54770 2.47279
H 0.32013 -6.85712 1.63056
H -1.30474 -7.40158 -0.14842
H -2.76206 -5.63025 -1.07865
H -2.59624 -3.32555 -0.21973
H -2.92870 -0.02552 0.78400
H -5.03003 0.78956 1.79617
H -5.78875 -0.11538 3.96561
H -4.46303 -1.86243 5.10828
H -2.36212 -2.66905 4.11000
H 2.07713 -2.40240 1.48186
H 3.95649 -2.06267 3.03522
H 3.54757 -1.15028 5.29728
H 1.24638 -0.56716 5.99317
H -0.63212 -0.88999 4.43813
O 0.15169 -2.88990 -1.82402
C 1.25991 -2.31531 -1.66683
O 1.29944 -1.05844 -1.54862
H 2.18708 -2.89760 -1.64609
Se -3.86008 -3.59513 -4.01276
C -3.05017 -2.45058 -3.05534
N -2.45487 -1.63311 -2.39925
*
```

Löwdin atomic charge list, values in e, 5 entries:
1 Re 1.368
2 C -0.080
3 C -0.222
4 C -0.167
5 C -0.120